Record 1
DFT (wB97M-V/def2-TZVPD) results for a cluster of 7 separate species, C49H70N6O2S in total in a non-equilibrium geometry.

Structure (ORCA input):
```
! RIJCOSX wB97M-V def2-TZVPD def2/J DEFGRID3
* xyz 0 1
C 7.37448 1.82451 2.16574
C 7.94323 0.45988 1.80063
C 8.71704 0.36764 0.48124
C 7.85625 -0.65617 2.54430
C 6.61057 -1.15429 3.29346
C 5.30915 -0.51537 2.78056
C 4.05598 -1.43292 2.93365
C 3.75213 -2.01222 1.51181
C 2.87750 -0.48361 3.29885
C 1.61834 -1.22724 3.77366
C 0.71954 -1.72808 2.65492
C 0.64610 -3.07677 2.36918
C -0.15623 -3.59150 1.38734
C -0.91875 -2.74274 0.60544
C -0.86398 -1.40733 0.88240
C -0.07354 -0.87576 1.89522
C -0.17250 0.61052 2.08269
O 0.73695 1.35165 2.39220
C -1.55491 1.19346 1.84746
C -1.94627 2.24153 2.63765
C -3.18165 2.78446 2.38958
C -3.98652 2.25720 1.39534
S -5.58810 3.02784 1.15214
C -3.59698 1.19000 0.61192
C -4.48858 0.62286 -0.48639
C -2.33411 0.66782 0.84549
C -1.73260 -0.47267 0.06584
O -1.93912 -0.64539 -1.12176
H 7.57927 2.51503 1.33924
H 7.91436 2.22428 3.02803
H 6.29377 1.84406 2.31745
H 9.01014 1.35314 0.10870
H 8.04860 -0.09821 -0.24678
H 9.59542 -0.26713 0.64563
H 8.74356 -1.28315 2.66551
H 6.58501 -2.24512 3.33578
H 6.73220 -0.81025 4.33690
H 5.15147 0.41038 3.34456
H 5.35565 -0.22216 1.72722
H 4.19523 -2.23455 3.66511
H 3.43426 -3.06064 1.56713
H 2.99593 -1.38750 1.02824
H 4.63241 -2.00342 0.87045
H 2.71743 0.15667 2.43418
H 3.22646 0.12846 4.14064
H 1.01023 -0.54369 4.38189
H 1.84585 -2.08692 4.41299
H 1.22680 -3.77884 2.96199
H -0.20411 -4.66105 1.21362
H -1.53341 -3.15658 -0.18535
H -1.29310 2.62098 3.41282
H -3.52064 3.63498 2.97010
H -5.87825 3.41779 2.41445
H -4.16861 1.04671 -1.43992
H -4.37377 -0.46111 -0.48805
H -5.51823 0.90478 -0.25621
C 1.78411 -0.73664 -3.24342
C 2.04324 -2.16966 -3.69524
C 2.45694 -3.09159 -2.54438
C 3.70227 -2.61285 -1.92734
N 4.67729 -2.23691 -1.43883
H 2.68082 -0.27692 -2.83090
H 1.46754 -0.12484 -4.08681
H 0.99793 -0.70163 -2.48432
H 2.82301 -2.16884 -4.46162
H 1.13811 -2.56738 -4.15957
H 2.61766 -4.10712 -2.90857
H 1.67536 -3.12534 -1.78252
C 0.95377 3.89000 5.82609
C -0.34720 3.20060 6.22206
C -0.78671 3.52704 7.65314
C 0.23147 3.08764 8.61831
N 1.03538 2.74285 9.36999
H 1.78567 3.56301 6.45140
H 1.21062 3.65251 4.79280
H 0.86499 4.97507 5.91248
H -0.22456 2.12068 6.11156
H -1.13656 3.50706 5.53231
H -1.72599 3.02373 7.88422
H -0.94147 4.60065 7.77000
C 6.47260 -1.07944 -5.07854
C 5.60784 -0.84068 -6.31190
C 5.20381 0.62764 -6.48259
C 4.42142 1.07693 -5.32227
N 3.81431 1.42929 -4.40694
H 5.93909 -0.83192 -4.15898
H 6.76080 -2.12889 -5.01314
H 7.38410 -0.47989 -5.11838
H 4.71144 -1.46316 -6.24491
H 6.15548 -1.15981 -7.20090
H 4.59990 0.74989 -7.38205
H 6.08798 1.25803 -6.58176
C -8.02401 -2.07586 2.32656
C -8.64185 -0.88780 1.59478
C -7.94530 0.43679 1.91811
C -8.04059 0.73126 3.35511
N -8.11535 0.95923 4.48390
H -8.11496 -1.97169 3.40938
H -8.53069 -2.99980 2.04521
H -6.96444 -2.18298 2.08104
H -9.69456 -0.81920 1.85268
H -8.58736 -1.06201 0.52013
H -8.41059 1.25117 1.36229
H -6.89254 0.39629 1.63786
C -13.50060 -1.82089 2.75642
C -13.74382 -0.31730 2.68700
C -13.67342 0.23303 1.25805
C -12.34369 -0.00618 0.67987
N -11.29439 -0.19394 0.23867
H -12.49960 -2.08122 2.40842
H -13.58895 -2.17302 3.78416
H -14.22687 -2.36466 2.14869
H -13.00897 0.19280 3.31316
H -14.72835 -0.09420 3.10208
H -13.86629 1.30608 1.25628
H -14.42246 -0.24557 0.62548
C 4.14109 2.28152 -11.25132
C 4.40413 0.84565 -11.69162
C 4.81594 -0.06695 -10.53159
C 6.05741 0.41752 -9.90982
N 7.03260 0.79959 -9.42632
H 5.03893 2.74471 -10.83933
H 3.82321 2.88715 -12.09995
H 3.35555 2.32232 -10.49364
H 5.18445 0.84278 -12.45508
H 3.50175 0.44173 -12.15428
H 4.97954 -1.08384 -10.88923
H 4.03144 -0.09807 -9.77304
*
```

Calculated values
- SMILES = CC(C)=CCC[C@H](C)CCc1cccc2c1C(=O)c1ccc(S)c(C)c1C2=O.CCCC#N.CCCC#N.CCCC#N.CCCC#N.CCCC#N.CCCC#N
- gap between HOMO and LUMO (eV) = 7.0
- M (g mol⁻¹) = 807.206

Record 2
DFT (wB97M-V/def2-TZVPD) results for a structure of composition C3H6OS3 in a non-equilibrium geometry.

Structure (ORCA input):
```
! RIJCOSX wB97M-V def2-TZVPD def2/J DEFGRID3
* xyz 0 1
C 0.96866 -0.14351 0.42731
C 0.85545 1.29848 -0.11929
C -0.03392 -0.99237 -0.27976
O -2.54663 -1.74405 0.45731
S -0.61917 2.10268 0.60658
S -2.34623 0.72358 -1.02468
S -1.66126 -0.57314 0.46681
H 1.93722 -0.40059 0.26174
H 0.96625 -0.30858 1.54031
H 1.69392 1.86569 0.09789
H 0.50982 1.14004 -1.14299
H 0.19218 -0.94584 -1.36097
H 0.08371 -2.02237 0.06976
*
```

Calculated values
- gap between HOMO and LUMO (eV) = 6.1
- M (g mol⁻¹) = 154.281

Record 3
DFT (wB97M-V/def2-TZVPD) results for a structure of composition C3H7Br2NO in a non-equilibrium geometry.

Structure (ORCA input):
```
! RIJCOSX wB97M-V def2-TZVPD def2/J DEFGRID3
* xyz 0 1
C 1.40256 0.21864 -0.29233
C -1.12811 -0.16011 0.51070
C 0.14058 0.71336 0.33087
N 0.77283 0.80614 2.44696
O -2.40890 0.31958 0.03899
Br -0.70839 1.59007 3.12263
Br 0.75589 -1.15422 2.75293
H 1.75498 -0.81775 0.11098
H 2.17200 0.98467 -0.26715
H 1.25668 0.10213 -1.39078
H -0.97300 -1.10635 0.00968
H -1.19441 -0.42015 1.51605
H 0.08155 1.73088 0.17790
H -2.77119 0.94438 0.73037
*
```

Calculated values
- gap between HOMO and LUMO (alpha / beta) (eV) = 8.4 / 8.4
- M (g mol⁻¹) = 232.903

Record 4
DFT (wB97M-V/def2-TZVPD) results for a cluster of 2 separate species, C2H6N3 in total in a non-equilibrium geometry.

Structure (ORCA input):
```
! RIJCOSX wB97M-V def2-TZVPD def2/J DEFGRID3
* xyz 1 1
C 0.17411 1.74755 0.88214
C 0.14248 0.51286 0.00387
N 1.03599 1.38022 -0.28652
N -0.01282 -2.73157 -0.87181
N -0.54177 -1.88730 -0.16823
H -0.55209 2.37854 0.66425
H 0.51479 1.69303 1.83775
H 1.54266 1.92019 -0.97863
H -0.54817 -3.33465 -1.45158
H 0.02182 -1.15272 0.30482
H -1.59834 -1.66238 -0.18745
*
```

Calculated values
- gap between HOMO and LUMO (alpha / beta) (eV) = 8.3 / 8.3
- M (g mol⁻¹) = 72.091